Entry from OMol25: C10H13NO2S in the gas phase in a non-equilibrium geometry (ωB97M-V/def2-TZVPD).

Last column: Mulliken spin population.
Geometry (Å):
S -3.2271 -0.0696 0.6334  -0.01
O -0.7763 -1.3145 -0.3271  0.40
O -1.6781 -0.9351 1.5581  -0.03
N -0.6264 -0.9049 0.8221  0.27
C 3.2714 -0.2837 -1.1560  -0.11
C 3.9221 0.8694 0.8662  -0.10
C -2.8392 0.5733 -0.8608  0.37
C -3.7495 -1.7461 0.0832  0.00
C 4.1515 0.4690 -0.4347  0.23
C 1.7492 -0.1003 0.7075  -0.08
C 2.0300 -0.5966 -0.5796  0.27
C 2.7144 0.6803 1.4520  0.19
C 0.4706 -0.3034 1.2842  0.52
C -2.3062 1.9340 -1.0328  -0.01
H 1.4901 -1.3212 -1.1232  0.02
H 2.3524 1.0734 2.4271  0.00
H -2.1406 2.2932 -0.0997  0.00
H 3.6248 -0.5680 -2.2111  0.00
H 4.6690 1.3475 1.4597  0.00
H 0.2607 -0.0272 2.3230  0.02
H -2.9763 2.5964 -1.4575  0.03
H -1.4661 1.8810 -1.7067  0.01
H -3.7070 -2.3963 0.8779  0.00
H -2.9276 -1.9768 -0.5722  0.00
H 5.0594 0.7253 -0.8820  0.02
H -4.5798 -1.8288 -0.4442  0.00
H -2.7655 -0.0703 -1.6070  0.01

Atomic forces in eV per Å
-1.52 0.64 -2.05
0.75 -1.13 -2.91
0.47 -0.57 1.92
-2.73 -1.51 -0.42
-0.55 -0.28 -1.22
-0.32 0.57 1.20
-1.10 1.64 3.91
4.34 2.00 0.56
0.45 -0.05 0.06
-2.28 -0.05 0.59
2.65 0.04 -1.05
-1.69 -0.83 -0.11
3.52 2.30 2.48
0.08 -2.01 -1.34
-1.29 -0.32 -0.03
0.81 -0.33 -0.72
1.35 1.51 2.71
-1.06 0.12 1.73
0.61 0.48 -0.04
0.54 0.19 -0.38
-1.71 1.31 -1.16
0.72 0.25 0.21
0.01 -1.29 1.98
0.38 -0.43 -0.17
1.43 0.34 -0.54
-4.13 0.32 -2.02
0.28 -2.91 -3.17

- orbital gap (spin up / spin down) (eV) = 5.503 / 7.102
- LUMO (spin up / spin down) (Ha) = 0.0182 / -0.0554
- HOMO energy (spin up / spin down) (Ha) = -0.184 / -0.316
- 2S+1 = 3
- E_tot (Ha) = -991.955240
- relative energy (zero: lowest compared OMol25 entry of this formula, charge and spin) (kcal/mol) = 96.0
- charge = 0
- molar mass (g mol⁻¹) = 211.286
- ⟨S²⟩ = 2.0827

***

Entry from OMol25: a molecular structure, C20H26BaN2O2Si in a non-equilibrium geometry (ωB97M-V/def2-TZVPD).

Last column: Löwdin charge in e.
Geometry (Å):
Ba 1.5584 -0.2699 1.9461  1.88
Si -1.3461 1.9303 -0.0918  0.61
O 1.8811 -2.5700 3.1740  -0.18
O 1.5204 -4.8421 3.1346  -0.01
N -0.5489 -2.1166 2.1126  -0.03
N -0.1226 -3.4636 2.4934  0.03
C 2.5799 3.3226 -2.2848  -0.09
C 0.1279 3.1189 -2.3014  -0.09
C 1.6628 -0.5819 -1.0253  -0.27
C 2.8996 -5.0022 3.6030  -0.01
C 3.1279 -2.0592 -0.0728  -0.23
C 1.1605 -3.5728 2.9463  -0.59
C -2.8610 0.7021 -2.5617  -0.10
C 1.3451 3.3930 -2.9470  -0.09
C 1.3325 2.9036 -0.2467  -0.14
C -5.3171 0.9110 -2.5517  -0.11
C -4.1340 0.4162 -3.1246  -0.11
C -2.7875 1.4882 -1.3885  -0.29
C -3.9762 2.0477 -0.9033  -0.17
C 1.8325 -2.6237 0.0040  -0.26
C 3.0166 -0.7875 -0.6903  -0.25
C 0.9265 -1.7058 -0.5916  -0.28
C 0.1199 2.7293 -0.9516  -0.29
C 2.5496 3.1299 -0.9000  -0.11
C -5.2243 1.7541 -1.4385  -0.11
C -0.4866 1.9305 2.2089  -0.35
H -2.1828 2.8760 0.5075  -0.04
H -4.2020 -0.1752 -4.0411  0.09
H -1.3020 -1.8561 2.7603  0.11
H -1.0525 -2.2209 1.2201  0.09
H 3.0785 -4.3966 4.4983  0.10
H -1.0338 0.4530 0.0671  -0.02
H -6.1229 2.1856 -0.9901  0.10
H 1.5845 -3.6394 0.3059  0.09
H 3.0038 -6.0722 3.8150  0.10
H -0.5288 -4.2982 2.0618  0.17
H 4.0402 -2.5668 0.2280  0.08
H 0.2742 2.6523 2.4355  -0.06
H -1.9537 0.3425 -3.0475  0.09
H 3.4621 3.1489 -0.3139  0.09
H 1.3074 0.2334 -1.6447  0.09
H -3.9323 2.7072 -0.0428  0.06
H 1.3372 3.6609 -4.0022  0.10
H -6.2953 0.6979 -2.9987  0.10
H -0.3197 0.9632 2.7185  -0.17
H 3.6205 -4.6851 2.8335  0.10
H -0.8225 3.2069 -2.8433  0.11
H 3.8525 -0.1439 -0.9526  0.09
H 1.3267 2.9043 0.8480  0.05
H -0.1138 -1.8888 -0.8281  0.08
H -1.4072 2.3277 2.6714  -0.03
H 3.5448 3.4012 -2.8176  0.11

Atomic forces in eV per Å
0.42 0.07 -1.52
0.74 -1.96 -0.55
-1.13 -2.15 0.13
0.69 0.75 0.12
-1.09 -1.73 0.18
0.22 0.62 -0.06
-0.32 -0.25 0.21
0.41 -0.23 0.12
0.10 -0.05 -0.19
0.02 -0.08 -0.10
-0.25 -0.05 0.28
0.62 1.68 0.03
-1.22 0.26 0.38
0.12 0.10 -0.18
0.29 -0.06 -0.29
0.37 0.25 0.06
0.54 0.21 0.16
0.33 0.77 -0.19
-0.45 -0.48 -0.19
0.00 0.28 -0.41
0.21 -0.28 0.17
0.40 -0.13 -0.23
0.74 0.62 0.18
-0.41 0.08 -0.15
-0.22 -0.26 -0.40
-1.13 -0.31 -0.60
-0.83 1.18 1.09
0.07 0.11 0.27
0.32 -0.15 0.04
0.67 0.26 0.16
-0.23 -0.23 -0.18
-0.01 0.05 0.12
0.22 -0.13 -0.19
0.13 0.23 0.04
-0.07 0.40 -0.07
0.01 0.71 0.23
-0.09 0.22 0.02
0.80 0.33 0.53
-0.20 -0.10 0.14
0.03 0.10 -0.07
-0.14 0.00 0.31
-0.09 -0.05 -0.08
-0.05 -0.10 0.14
0.46 -0.02 0.16
-0.33 0.39 0.36
-0.46 -0.15 0.14
0.47 -0.29 0.09
-0.22 -0.05 0.06
0.03 -0.37 -0.50
-0.02 0.07 0.10
0.22 -0.20 -0.17
-0.76 0.14 0.28

- orbital gap (eV) = 6.309
- LUMO (Ha) = -0.0163
- HOMO energy (Ha) = -0.248
- E_tot (Ha) = -1352.579291
- relative energy (zero: lowest compared OMol25 entry of this formula, charge and spin) (kcal/mol) = 0.0
- charge = 0
- molar mass (g mol⁻¹) = 491.854

***

Entry from OMol25: a molecular structure, C4H6O2 in a non-equilibrium geometry (ωB97M-V/def2-TZVPD).

Last column: Löwdin charge in e.
Geometry (Å):
O 1.5647 -1.0546 0.1584  -0.02
O 0.1142 2.1006 0.5577  0.06
C -0.7558 -0.7285 0.6056  0.13
C 0.7922 1.1281 0.7785  -0.17
C -0.3628 -0.0578 -1.3104  0.10
C 0.5840 -0.3257 0.3391  -0.68
H 1.6793 1.1220 1.4291  0.14
H -0.9131 -1.7418 1.0138  0.12
H -1.5438 -0.0155 0.8355  0.10
H 0.5578 -0.2764 -1.8772  0.10
H -0.5415 1.0205 -1.2852  0.07
H -1.1871 -0.6235 -1.6967  0.06

Atomic forces in eV per Å
0.14 0.04 0.38
0.38 -0.50 0.09
0.12 0.09 -0.91
0.25 0.49 -0.01
-0.79 -0.24 -0.18
0.49 0.23 1.17
0.22 0.45 0.11
-0.05 0.15 -1.30
0.40 0.12 -0.10
-0.44 -0.30 0.79
-0.28 -0.43 0.29
-0.44 -0.11 -0.32

- orbital gap (eV) = 8.843
- LUMO (Ha) = -0.0069
- HOMO energy (Ha) = -0.332
- E_tot (Ha) = -306.353503
- relative energy (zero: lowest compared OMol25 entry of this formula, charge and spin) (kcal/mol) = 95.9
- charge = 0
- molar mass (g mol⁻¹) = 86.090

***

Entry from OMol25: a molecular structure, C14H17F3N2O3 in a non-equilibrium geometry (ωB97M-V/def2-TZVPD).

Last column: Löwdin charge in e.
Geometry (Å):
F -1.4333 -0.2558 3.3105  0.32
F -1.4181 -2.4074 3.6072  0.10
F -3.2311 -1.3880 3.4110  0.24
O -2.4652 -2.8451 0.8162  -0.04
O 0.2393 -3.3272 1.2904  0.21
O 3.7410 -1.0109 0.2100  0.01
N -0.6199 -1.1326 1.0069  -0.02
N -0.3924 0.0347 0.3451  0.15
C 1.6452 3.0067 -1.8462  -0.08
C 0.2831 2.0738 -1.5829  -0.16
C 2.8895 -1.4247 1.2114  0.11
C -2.7975 -0.0267 0.8085  0.11
C -0.4630 2.7684 -0.4641  -0.36
C 1.1090 -1.5594 -2.0342  -0.06
C -2.0157 -1.2746 3.0414  -0.73
C 3.3745 -0.8966 -0.8832  -0.12
C -1.6426 2.2566 -0.1446  -0.16
C 1.5272 -1.5734 0.3639  -0.12
C -1.5510 0.6019 0.2435  -0.15
C 1.8979 -1.2814 -0.8791  -0.26
C 0.5650 -2.2470 1.0242  -0.29
C -1.8086 -1.3267 1.5210  -0.14
H 0.8369 -2.8733 -2.1350  0.19
H 2.2904 2.6901 -2.6044  0.03
H -1.8680 -3.3480 1.2534  -0.06
H 4.1350 -0.6817 -1.6764  0.16
H -2.3081 2.6734 0.5094  0.08
H 0.6964 1.0111 -1.3998  0.08
H 0.2259 -1.1201 -1.8256  0.00
H 1.5168 -1.3102 -3.0780  0.11
H 3.1547 -1.4551 2.2612  0.11
H -3.2421 -0.3762 0.0401  0.06
H 1.3207 3.9873 -2.0373  0.04
H 0.0587 2.7619 0.2758  0.03
H -0.3785 2.1706 -2.6742  0.17
H 2.3500 2.8917 -1.0737  0.04
H -0.6061 3.9434 -0.6597  0.19
H -2.3739 2.0805 -1.1575  0.18
H -3.2419 0.1902 1.6048  0.03

Atomic forces in eV per Å
3.13 6.76 3.98
0.44 1.01 0.14
-2.79 0.98 0.92
-1.80 6.11 -0.09
0.61 -2.40 1.39
5.13 -0.73 13.28
4.59 -2.66 0.77
-2.80 1.02 0.07
-2.62 -2.34 0.44
2.11 1.31 -3.97
-3.59 0.06 -4.46
10.72 -3.45 -0.40
0.22 5.18 -9.58
0.92 -5.06 -3.63
0.08 -8.56 -4.56
-7.23 -0.43 -9.85
-7.86 -9.08 -3.45
10.20 0.84 3.84
0.69 5.35 0.75
4.62 0.73 -2.50
-6.89 3.13 -0.95
-7.00 -2.50 -3.10
0.83 3.92 0.40
0.28 -0.75 -2.09
2.89 -3.16 1.99
-1.24 -0.10 0.57
-1.23 1.25 2.10
-1.33 1.89 -0.21
-3.47 1.34 -0.30
-0.51 -0.05 1.83
0.22 0.18 -0.49
-4.05 -2.71 -4.79
-0.10 1.41 0.02
6.72 -0.04 8.76
1.76 -0.67 3.19
0.31 0.41 1.95
0.49 -2.29 -0.13
1.67 0.88 2.25
-4.13 3.26 5.91

- orbital gap (eV) = 8.990
- LUMO (Ha) = 0.0217
- HOMO energy (Ha) = -0.309
- E_tot (Ha) = -1177.997807
- relative energy (zero: lowest compared OMol25 entry of this formula, charge and spin) (kcal/mol) = 327.0
- charge = 0
- molar mass (g mol⁻¹) = 318.295

***

Entry from OMol25: a molecular structure, C34H38N2O3 in a non-equilibrium geometry (ωB97M-V/def2-TZVPD).

Last column: Löwdin charge in e.
Geometry (Å):
O -4.8755 3.6076 1.7221  0.03
O -2.0542 5.4067 1.6817  0.06
O -2.0290 2.5042 -3.9325  0.07
N -1.6764 2.7281 -0.4460  0.00
N -0.5607 1.9443 -2.2321  -0.03
C 1.0495 1.9806 6.2019  -0.10
C -0.3656 2.1740 -0.7971  -0.18
C 1.0245 3.4028 0.9885  -0.05
C -1.9588 2.7713 3.2125  -0.10
C -4.5898 4.3427 2.7033  -0.36
C -3.5627 0.0662 -2.6307  -0.05
C -1.7241 2.4775 -2.7445  -0.41
C -0.5649 7.9206 5.8072  -0.08
C -3.0581 -1.9775 -1.4431  -0.10
C -1.0168 2.3882 4.2877  -0.16
C -5.6468 5.2664 3.2297  0.01
C 0.1347 7.4931 4.6777  -0.07
C 0.1015 2.9967 6.3827  -0.08
C -3.8896 2.2516 -1.4375  -0.07
C -3.5705 0.0486 -0.2171  -0.03
C -3.2550 4.1796 3.4044  -0.08
C -3.2473 -1.2910 -2.6474  -0.08
C -2.1880 2.8183 0.7969  -0.11
C 0.6825 4.4186 -1.2501  -0.03
C 0.1985 1.0158 -3.0365  -0.03
C -2.3656 5.2695 2.8673  -0.34
C -1.9000 7.5443 5.9650  -0.08
C -2.5583 2.9833 -1.5976  -0.16
C 0.8776 3.1015 -0.4954  -0.52
C -3.6687 0.7570 -1.4192  -0.21
C -0.9355 3.1651 5.4592  -0.04
C -1.8031 6.2348 3.9060  -0.14
C -0.4931 6.7090 3.7095  -0.01
C -1.5952 2.3085 1.9423  -0.12
C 0.9211 1.0800 5.1288  -0.09
C -0.1213 1.2538 4.2086  -0.04
C 2.1326 2.3707 -0.9628  -0.06
C -3.2212 -1.3047 -0.2283  -0.08
C -2.5327 6.7340 5.0128  -0.04
H -3.5914 6.4793 5.1484  0.10
H -3.1516 2.6618 3.4470  0.17
H -0.9476 1.4149 1.8537  0.11
H -1.6752 3.9374 5.6216  0.09
H 0.7057 1.5425 -3.8610  0.10
H -3.1640 3.3249 0.8173  0.10
H -2.7955 -3.0366 -1.4569  0.10
H 3.0302 2.9321 -0.6687  0.09
H 1.9392 3.9960 1.1411  0.09
H -3.0815 -1.8287 0.7188  0.10
H -0.2539 0.4795 3.4443  0.10
H -5.7120 6.1355 2.5387  0.11
H -3.3392 4.3424 4.4904  0.12
H 0.1745 3.6694 7.2402  0.10
H 0.5462 4.2466 -2.3240  0.09
H -3.7118 0.6110 -3.5668  0.12
H -6.6013 4.7027 3.1663  0.10
H 0.1878 4.0021 1.3603  0.07
H 1.5739 5.0462 -1.1180  0.09
H -4.4924 2.5334 -2.3096  0.13
H -0.1786 4.9679 -0.8536  0.09
H -5.4842 5.6263 4.2626  0.08
H 0.0340 6.4012 2.8030  0.12
H 1.6284 0.2437 5.0129  0.11
H 2.1943 1.3769 -0.4959  0.09
H -3.1434 -1.8015 -3.6064  0.10
H 2.1613 2.2594 -2.0521  0.07
H 1.1869 7.7336 4.5487  0.10
H 1.8836 1.8563 6.9009  0.10
H -0.0640 8.5273 6.5576  0.10
H 1.1195 2.4867 1.5847  0.08
H 0.9422 0.5144 -2.4090  0.08
H -0.4701 0.2555 -3.4713  0.09
H -4.4092 2.5870 -0.5318  0.10
H -2.6885 4.0721 -1.6952  0.17
H -3.7527 0.5705 0.7263  0.11
H -2.4396 7.8561 6.8590  0.10
H -0.2063 1.1972 -0.2981  0.16

Atomic forces in eV per Å
0.44 2.20 2.30
-0.62 -0.27 1.08
0.26 -0.18 1.03
0.21 -0.18 -0.57
-0.86 0.27 -0.08
0.02 -0.12 -0.15
-0.22 -0.30 -0.15
0.19 0.27 0.31
-5.30 -0.88 2.21
-0.49 -4.15 -2.27
0.15 -0.09 0.00
0.58 -0.28 -0.69
-0.08 -0.38 -0.25
0.04 0.15 -0.04
0.54 0.13 1.82
-0.25 0.50 0.12
-0.19 -0.09 -0.21
0.06 -0.46 -0.16
-0.26 -0.09 -0.61
0.25 -0.03 -0.16
1.97 3.34 0.01
-0.03 0.03 0.19
0.61 -0.55 1.31
0.28 0.06 -0.03
0.25 -0.18 -0.32
0.59 1.17 -0.25
-0.03 -0.04 -0.18
0.78 0.50 1.01
-0.77 -0.06 -0.40
-0.47 -0.22 0.02
0.62 -0.37 -0.23
0.31 0.57 0.15
-0.20 -0.39 0.24
-1.14 0.04 -4.08
-0.59 0.54 0.20
-0.46 0.70 -0.17
0.26 0.03 -0.15
-0.14 0.06 -0.14
0.45 -0.49 -0.18
0.49 -0.01 -0.01
2.61 -2.70 0.02
0.13 1.34 0.12
0.21 0.19 0.01
-0.08 -0.26 0.25
1.10 0.02 0.26
-0.06 0.30 0.04
-0.23 -0.09 -0.02
-0.11 -0.16 -0.09
-0.11 0.07 -0.28
0.10 0.56 0.14
0.00 -0.46 0.48
-0.10 -0.33 -0.50
-0.04 -0.24 -0.25
0.01 0.08 0.16
0.13 -0.20 0.30
0.57 0.45 0.05
0.14 -0.23 -0.02
-0.18 -0.06 -0.05
-0.07 -0.09 0.19
0.08 -0.09 -0.08
-0.01 -0.19 -0.58
-0.11 0.02 0.36
-0.50 0.46 0.07
0.05 0.16 -0.13
-0.06 0.06 0.31
0.05 0.01 0.23
-0.20 0.15 0.02
-0.38 0.14 -0.23
-0.14 -0.12 -0.09
-0.05 0.22 -0.04
-0.22 0.11 -0.21
0.15 0.29 0.12
0.13 -0.01 -0.28
-0.25 -0.21 -0.12
0.20 -0.18 -0.27
0.01 0.03 -0.31
-0.05 0.23 -0.09

- orbital gap (eV) = 6.305
- LUMO (Ha) = -0.0048
- HOMO energy (Ha) = -0.236
- E_tot (Ha) = -1653.476718
- relative energy (zero: lowest compared OMol25 entry of this formula, charge and spin) (kcal/mol) = 63.4
- charge = 0
- molar mass (g mol⁻¹) = 522.689

***

Entry from OMol25: C3H4OS2 in the gas phase in a non-equilibrium geometry (ωB97M-V/def2-TZVPD).

Last column: Löwdin charge in e.
Geometry (Å):
S 3.1546 0.7275 0.5330  0.73
S 1.4242 -1.6346 -0.3716  0.65
O 0.0488 1.6532 -1.0025  0.11
C -0.7282 0.5273 0.9607  -0.07
C 1.7372 -0.0815 -0.0497  -1.18
C 0.2480 0.9318 -0.1038  -0.50
H -0.8599 1.2726 1.8494  0.12
H -1.7328 0.5673 0.3952  0.11
H 3.8878 -0.5107 0.7090  -0.05
H -0.5732 -0.5716 1.2707  0.08

Atomic forces in eV per Å
0.54 -2.24 -0.04
0.54 0.25 -0.04
-0.04 1.06 -0.98
-2.24 -0.52 0.55
-2.51 1.45 0.40
2.64 -2.37 1.18
0.70 -1.42 -1.61
1.32 -0.09 1.02
-0.85 1.85 -0.30
-0.10 2.03 -0.17

- orbital gap (eV) = 8.197
- LUMO (Ha) = -0.0147
- HOMO energy (Ha) = -0.316
- E_tot (Ha) = -988.261311
- relative energy (zero: lowest compared OMol25 entry of this formula, charge and spin) (kcal/mol) = 44.5
- charge = 0
- molar mass (g mol⁻¹) = 120.198
- structure (SMILES) = CC(=O)C(=S)S